(1)
A single C22H25N3O2 molecule. Source: the OMol25 dataset; level of theory: wB97M-V/def2-TZVPD.

The geometry in XYZ format:
```
52
Properties=species:S:1:pos:R:3:mulliken_charge:R:1
O -1.02 3.36 -1.64 -0.663
C -0.12 3.18 -0.83 0.467
N 0.30 1.94 -0.48 -0.110
H 1.09 1.84 0.14 0.456
C -0.27 0.74 -1.04 0.124
C -0.87 -0.13 0.08 -0.867
H -1.77 0.34 0.47 0.269
H -0.14 -0.17 0.90 0.288
C -1.18 -1.57 -0.34 -0.009
N -0.02 -2.15 -0.97 0.140
C 0.32 -3.47 -0.86 0.279
O 0.89 -4.09 -1.74 -0.693
N -0.02 -4.10 0.33 -0.021
C 0.13 -3.62 1.63 0.051
C -0.48 -4.30 2.68 -0.417
C -0.35 -3.84 3.98 -0.535
C 0.39 -2.71 4.25 -0.540
C 1.02 -2.04 3.21 -0.615
C 0.91 -2.49 1.91 -0.037
H 1.42 -1.99 1.11 0.571
H 1.63 -1.17 3.42 0.414
H 0.49 -2.35 5.26 0.388
H -0.84 -4.38 4.78 0.379
H -1.06 -5.19 2.47 0.418
H 0.01 -5.11 0.24 0.339
C 0.35 -1.46 -2.19 -0.506
C -0.78 -1.57 -3.22 -1.023
C -2.15 -1.15 -2.68 -0.544
H -2.23 -0.06 -2.67 0.136
C -2.39 -1.71 -1.28 -1.058
H -3.26 -1.24 -0.83 0.387
H -2.60 -2.79 -1.37 0.416
H -2.93 -1.52 -3.35 0.536
H -0.53 -0.99 -4.11 0.368
H -0.83 -2.62 -3.52 0.428
H 1.22 -1.99 -2.60 0.559
C 0.78 -0.04 -1.83 -0.858
H 1.04 0.51 -2.74 0.321
H 1.69 -0.11 -1.22 0.360
H -1.42 -2.12 0.57 0.388
H -1.06 1.10 -1.70 0.001
C 0.59 4.30 -0.16 0.353
C 0.76 5.49 -0.87 -0.430
C 1.40 6.57 -0.29 -0.532
C 1.88 6.47 1.00 -0.369
C 1.70 5.30 1.72 -0.677
C 1.06 4.22 1.15 -0.355
H 0.91 3.32 1.73 0.450
H 2.06 5.24 2.74 0.382
H 2.39 7.31 1.46 0.381
H 1.53 7.48 -0.85 0.383
H 0.36 5.55 -1.87 0.427
```

Output
- HOMO-LUMO gap (eV) = 9.075
- max |F| (eV Å⁻¹) = 0.7
- energy relative to the best compared isomer or geometry (same formula, charge and spin) (eV) = 0.0000

=====

(2)
A molecular structure, C22H25N3O2 at a distorted geometry. Source: the OMol25 dataset; level of theory: wB97M-V/def2-TZVPD.

The geometry in XYZ format:
```
52
Properties=species:S:1:pos:R:3:mulliken_charge:R:1
C 0.65 -4.70 -4.25 -1.070
H 0.92 -4.98 -5.19 0.305
O 0.05 -3.26 -4.49 -0.482
C -0.25 -2.56 -3.51 0.828
C -0.09 -2.87 -2.29 -0.549
C -0.62 -2.23 -1.23 -0.265
C -1.07 -1.08 -1.49 0.445
C -1.27 -0.43 -2.95 -0.976
C -0.82 -1.31 -3.95 -1.065
H -0.77 -1.02 -4.86 0.703
H -1.85 0.39 -3.17 0.596
N -1.82 0.00 -0.69 -0.258
C -0.92 1.41 -0.56 -0.364
H -1.11 1.67 -1.48 1.126
C -1.90 2.34 0.28 -1.630
N -2.02 1.55 1.71 -0.040
C -1.20 1.97 2.87 1.071
O -1.52 1.29 3.87 -0.741
C -0.43 3.19 2.83 -0.905
H -0.17 3.34 1.82 -0.005
H -0.65 3.95 3.32 0.653
C 0.91 2.30 3.36 -1.650
C 1.29 1.24 2.62 1.154
C 1.18 -0.19 3.02 -1.697
N 1.43 -0.67 1.82 0.027
C 2.04 -0.06 0.97 -0.008
C 2.70 -0.50 -0.34 -0.698
C 2.71 0.52 -1.22 -0.195
C 2.83 1.69 -0.89 -0.543
C 2.38 2.19 0.42 0.768
C 1.83 1.29 1.25 -0.203
H 2.30 3.36 0.50 0.234
H 3.05 2.57 -1.58 0.267
H 3.34 0.21 -2.25 0.186
H 2.64 -1.58 -0.64 0.276
H 1.41 -1.88 2.07 0.404
H 0.80 -0.23 3.80 0.933
H 1.77 3.05 3.47 0.417
H 0.78 2.20 4.39 0.529
C -2.89 0.28 1.58 -1.189
C -1.85 -0.63 0.95 -0.067
H -2.53 -1.78 0.73 0.238
H -0.93 -0.81 1.26 0.162
H -2.75 0.00 2.61 0.535
H -3.80 0.57 1.03 0.361
H -1.39 3.34 0.50 0.299
H -2.81 2.37 0.03 0.728
H 0.07 1.28 0.03 -0.195
H -0.76 -2.41 -0.24 0.771
H 0.06 -4.10 -2.00 -0.052
H -0.16 -5.25 -3.88 0.421
H 1.49 -4.57 -3.71 0.410
```

Output
- HOMO-LUMO gap (eV) = 7.737
- max |F| (eV Å⁻¹) = 19.0
- energy relative to the best compared isomer or geometry (same formula, charge and spin) (eV) = 21.4343

=====

(3)
A single C22H25N3O4 molecule. Source: the OMol25 dataset; level of theory: wB97M-V/def2-TZVPD.

The geometry in XYZ format:
```
54
Properties=species:S:1:pos:R:3:mulliken_charge:R:1
C -6.76 1.68 1.84 -0.950
H -7.34 2.60 1.82 0.233
O -5.90 1.75 0.73 -0.410
C -5.04 0.72 0.51 0.984
C -4.93 -0.42 1.29 -0.387
C -4.02 -1.42 0.98 -1.216
C -3.21 -1.29 -0.13 0.080
C -3.30 -0.15 -0.93 -0.312
C -4.20 0.85 -0.62 0.894
O -4.36 2.00 -1.34 -0.446
C -3.56 2.18 -2.48 -0.868
H -2.49 2.20 -2.23 0.339
H -3.74 1.40 -3.23 0.357
H -3.85 3.15 -2.89 0.226
H -2.65 -0.08 -1.78 0.529
C -2.18 -2.34 -0.48 -1.498
N -0.84 -1.85 -0.21 0.110
C -0.05 -1.34 -1.16 0.085
O -0.33 -1.27 -2.34 -0.712
C 1.31 -0.85 -0.60 0.132
N 2.09 -1.98 -0.11 -0.034
C 1.95 -2.49 1.13 0.738
O 1.07 -2.13 1.88 -0.707
C 2.97 -3.54 1.48 -1.312
H 3.97 -3.11 1.47 0.324
H 2.94 -4.36 0.76 0.339
H 2.76 -3.93 2.47 0.357
H 2.83 -2.31 -0.71 0.352
H 1.11 -0.20 0.26 0.264
C 2.10 -0.11 -1.68 -1.080
C 3.45 0.29 -1.17 0.802
C 4.65 -0.26 -1.49 -0.847
N 5.66 0.35 -0.79 -0.001
C 5.12 1.31 0.01 -0.594
C 5.72 2.19 0.90 -0.847
C 4.91 3.07 1.58 -0.446
C 3.53 3.08 1.38 -0.826
C 2.92 2.22 0.50 -0.288
C 3.72 1.31 -0.20 0.909
H 1.85 2.24 0.35 0.477
H 2.93 3.79 1.93 0.387
H 5.35 3.77 2.28 0.383
H 6.79 2.19 1.05 0.381
H 6.64 0.14 -0.87 0.169
H 4.87 -1.04 -2.19 0.461
H 1.53 0.77 -1.97 0.466
H 2.20 -0.75 -2.55 0.422
H -0.51 -1.84 0.75 0.243
H -2.22 -2.56 -1.55 0.388
H -2.34 -3.25 0.09 0.514
H -3.95 -2.29 1.61 0.324
H -5.56 -0.54 2.16 0.371
H -6.20 1.63 2.78 0.369
H -7.43 0.82 1.77 0.369
```

Output
- HOMO-LUMO gap (eV) = 8.413
- max |F| (eV Å⁻¹) = 0.7
- energy relative to the best compared isomer or geometry (same formula, charge and spin) (eV) = 1.1606

=====

(4)
A single C22H25N3O4S molecule. Source: the OMol25 dataset; level of theory: wB97M-V/def2-TZVPD.

The geometry in XYZ format:
```
55
Properties=species:S:1:pos:R:3:mulliken_charge:R:1
O -3.18 2.68 0.62 -0.670
C -2.52 2.95 -0.36 0.045
N -2.67 4.11 -1.05 -0.197
H -2.03 4.33 -1.80 0.304
C -3.49 5.20 -0.55 -0.914
C -2.65 6.33 -0.04 0.419
C -1.77 6.40 1.00 -0.300
C -1.24 7.71 0.97 -0.544
C -1.83 8.34 -0.08 -0.397
O -2.69 7.51 -0.70 -0.363
H -1.74 9.33 -0.47 0.470
H -0.51 8.12 1.65 0.413
H -1.54 5.61 1.69 0.559
H -4.15 5.57 -1.34 0.282
H -4.09 4.77 0.26 0.378
C -1.45 2.04 -0.94 0.574
C -0.08 2.50 -0.43 -0.745
C 1.03 1.60 -0.97 -1.229
C 0.79 0.14 -0.56 1.462
C -0.58 -0.32 -1.06 -0.566
C -1.69 0.59 -0.53 -1.292
H -1.72 0.53 0.56 0.283
H -2.66 0.25 -0.90 0.425
H -0.59 -0.32 -2.15 0.243
H -0.77 -1.34 -0.72 0.177
C 1.91 -0.75 -1.12 -1.758
N 1.88 -2.11 -0.62 -0.150
S 2.34 -2.30 0.97 1.619
O 1.31 -1.91 1.90 -0.682
O 3.63 -1.68 1.13 -0.771
C 2.53 -4.08 1.06 -0.125
C 3.68 -4.61 1.56 -0.291
C 3.80 -6.00 1.73 -0.738
C 2.76 -6.83 1.42 -0.811
C 1.56 -6.30 0.90 0.970
C 0.44 -7.10 0.57 -0.581
C -0.69 -6.51 0.07 -0.888
C -0.68 -5.11 -0.11 -0.057
N 0.33 -4.34 0.18 -0.328
C 1.44 -4.90 0.70 0.034
H -1.55 -4.61 -0.53 0.457
H -1.56 -7.08 -0.19 0.374
H 0.50 -8.17 0.71 0.406
H 2.84 -7.90 1.56 0.386
H 4.72 -6.41 2.13 0.399
H 4.48 -3.94 1.83 0.522
H 0.98 -2.57 -0.73 0.310
H 2.88 -0.36 -0.82 0.538
H 1.87 -0.79 -2.21 0.372
H 0.82 0.07 0.53 0.188
H 1.05 1.67 -2.06 0.325
H 1.99 1.93 -0.59 0.394
H -0.08 2.45 0.66 0.375
H 0.11 3.53 -0.72 0.404
H -1.47 2.11 -2.04 0.294
```

Output
- HOMO-LUMO gap (eV) = 8.152
- max |F| (eV Å⁻¹) = 0.9
- energy relative to the best compared isomer or geometry (same formula, charge and spin) (eV) = 1.6587

=====

| no. | lowest unoccupied orbital energy (eV) |
| --- | --- |
| 1 | 0.501 |
| 2 | 0.241 |
| 3 | 0.567 |
| 4 | -0.370 |